1.
# C33H89O32P7

10 unconnected molecules or ions with the total composition C33H89O32P7 (ωB97M-V/def2-TZVPD, the OMol25 dataset).

As for the HOMO-LUMO gap: 9.4185 eV. The calculation puts the LUMO energy at 0.11 eV. Its SMILES is COP(=O)(OC)OC.COP(=O)(OC)OC.COP(=O)(OC)OC.COP(=O)(OC)OC.COP(=O)(OC)OC.COP(=O)(OC)OC.COP(=O)(OC)OC.C1CCOC1.C1CCOC1.COCCOC. The spin multiplicity is 1.

Last column: Löwdin charge in e.
Atoms and positions in Å:
C 5.1671 -4.5703 -2.4347  -0.058
O 4.0965 -3.5737 -2.4743  -0.267
P 2.8306 -3.8196 -3.4650  0.456
O 2.0662 -5.0741 -3.2973  -0.221
O 2.0213 -2.4523 -3.2705  -0.248
C 1.0124 -2.0593 -4.2040  -0.056
O 3.4712 -3.6150 -4.9640  -0.220
C 4.3767 -2.5423 -5.1991  -0.125
H 5.3342 -5.0966 -3.3745  0.092
H 4.8682 -5.1668 -1.5728  0.090
H 6.0748 -4.0215 -2.1835  0.086
H 0.0464 -2.2578 -3.7397  0.079
H 1.1554 -2.6086 -5.1345  0.096
H 1.1043 -0.9840 -4.3566  0.084
H 4.6446 -1.8834 -4.3731  0.063
H 4.1513 -1.8279 -5.9909  0.090
H 5.3581 -2.9184 -5.4882  0.086
C -0.0396 4.3451 0.2736  -0.136
O -0.2355 5.2818 -0.7346  -0.212
P -0.9127 6.7431 -0.4539  0.445
O -0.6909 7.6560 -1.5784  -0.219
O -0.3002 7.1154 1.0440  -0.231
C -0.6223 8.3451 1.7199  -0.106
O -2.4248 6.4372 -0.1438  -0.211
C -3.2245 6.2087 -1.2775  -0.096
H -0.1398 3.3520 -0.1644  0.074
H -0.7677 4.4238 1.0809  0.088
H 0.9360 4.2632 0.7527  0.074
H -1.5358 8.2483 2.3066  0.089
H -0.5641 9.1924 1.0367  0.089
H 0.1374 8.6705 2.4306  0.079
H -3.9564 5.4762 -0.9370  0.087
H -2.6457 5.6558 -2.0174  0.074
H -3.6496 7.1551 -1.6117  0.104
C -6.3426 -3.0618 4.8087  -0.094
O -5.5677 -1.9104 4.4365  -0.249
P -3.9252 -1.8022 4.7197  0.486
O -3.1125 -2.9476 4.2264  -0.227
O -3.7904 -1.5086 6.2815  -0.203
C -4.4952 -0.4205 6.8525  -0.104
O -3.4999 -0.3469 4.0958  -0.239
C -3.7643 -0.1208 2.7186  -0.106
H -5.7015 -3.8080 5.2781  0.087
H -6.8077 -3.5653 3.9612  0.087
H -7.1515 -2.7816 5.4834  0.087
H -4.8925 0.2193 6.0645  0.084
H -3.8004 0.1064 7.5066  0.093
H -5.2475 -0.6917 7.5931  0.090
H -2.8864 0.2154 2.1667  0.060
H -4.5528 0.6117 2.5461  0.092
H -4.0672 -1.1072 2.3673  0.082
C -4.9563 -0.5985 -3.6625  -0.130
O -4.8051 -1.8555 -4.2660  -0.218
P -3.3600 -2.6087 -4.4919  0.538
O -2.2972 -1.9098 -5.2741  -0.242
O -2.8400 -3.0221 -2.9777  -0.228
C -2.4557 -1.9385 -2.1356  -0.124
O -3.8022 -3.9767 -5.2874  -0.197
C -4.6939 -4.8614 -4.6836  -0.144
H -5.4524 0.1395 -4.2928  0.095
H -3.9768 -0.1871 -3.4188  0.053
H -5.5522 -0.6877 -2.7542  0.092
H -2.0036 -1.1334 -2.7148  0.057
H -1.7216 -2.3649 -1.4519  0.088
H -3.1648 -1.4781 -1.4476  0.087
H -5.0119 -4.5489 -3.6890  0.079
H -4.3503 -5.8884 -4.5604  0.090
H -5.5723 -4.8493 -5.3289  0.093
C -2.6876 -5.9043 -1.3596  -0.119
O -1.6305 -5.4143 -0.5438  -0.230
P -1.0363 -6.3138 0.6998  0.487
O -2.0114 -7.2172 1.3808  -0.255
O -0.1552 -5.3175 1.6007  -0.232
C -0.7942 -4.2382 2.3459  -0.076
O 0.1062 -7.2611 -0.0304  -0.220
C 1.2785 -6.6335 -0.5545  -0.125
H -3.1318 -6.8409 -1.0228  0.085
H -2.5403 -6.0745 -2.4261  0.084
H -3.4383 -5.1179 -1.2817  0.077
H -1.8784 -4.3494 2.3612  0.071
H -0.5654 -3.2249 2.0156  0.064
H -0.4791 -4.2731 3.3888  0.093
H 2.1367 -6.6874 0.1155  0.084
H 1.1192 -5.5862 -0.8112  0.066
H 1.5718 -7.1100 -1.4899  0.081
C 3.1408 4.0795 -1.4713  -0.100
O 3.4077 3.2836 -0.3129  -0.231
P 4.6747 2.2685 -0.4707  0.498
O 5.0580 1.5215 0.7622  -0.247
O 4.1920 1.3521 -1.7523  -0.227
C 5.0488 0.2975 -2.1947  -0.097
O 5.9028 3.1950 -1.0670  -0.241
C 6.4546 4.2679 -0.2917  -0.097
H 3.4084 5.1176 -1.2742  0.091
H 2.0655 4.1937 -1.6079  0.076
H 3.6355 3.8538 -2.4159  0.096
H 6.1081 0.3776 -1.9504  0.093
H 4.8980 0.2686 -3.2739  0.085
H 4.7955 -0.7035 -1.8457  0.075
H 7.5134 4.1316 -0.0717  0.090
H 5.9934 4.2326 0.6953  0.076
H 6.3083 5.2636 -0.7105  0.090
C 0.2850 6.2898 4.6535  -0.101
O 0.2542 5.0110 4.0145  -0.234
P 0.8214 3.6901 4.8088  0.508
O 0.3886 3.5703 6.2283  -0.241
O 0.2216 2.4991 3.8926  -0.250
C -1.1910 2.2566 3.7535  -0.086
O 2.4382 3.5681 4.4553  -0.212
C 2.9188 3.3859 3.1617  -0.134
H -0.4091 6.9243 4.1022  0.062
H 1.2621 6.7650 4.5662  0.094
H -0.0973 6.3396 5.6730  0.090
H -1.8064 2.8895 4.3928  0.093
H -1.3478 1.2210 4.0552  0.084
H -1.5393 2.3769 2.7276  0.074
H 2.1629 3.3163 2.3795  0.060
H 3.5061 2.4692 3.2166  0.096
H 3.6085 4.1702 2.8498  0.089
C -0.1702 1.3072 -2.8590  -0.077
O -0.7068 2.0160 -3.9812  -0.167
C -1.5556 3.1400 -3.7145  -0.171
C -2.8880 2.7914 -3.0465  -0.182
O -2.7259 2.4722 -1.6503  -0.195
C -3.9020 2.1232 -0.9136  -0.089
H -0.8828 0.5060 -2.6632  0.062
H -0.1165 1.9047 -1.9489  0.072
H 0.7939 0.8714 -3.1208  0.083
H -1.8251 3.6115 -4.6596  0.129
H -1.0565 3.8998 -3.1130  0.113
H -3.4243 2.0439 -3.6310  0.111
H -3.5623 3.6463 -3.0967  0.110
H -4.5897 2.9559 -0.7659  0.080
H -3.8577 1.7403 0.1059  0.066
H -4.3924 1.2601 -1.3639  0.070
C 1.8820 0.3598 0.3295  -0.168
C 0.7057 0.4404 1.3032  -0.141
C -0.3697 -0.3085 0.5589  -0.159
O 0.2512 -0.6988 -0.6839  -0.147
C 1.5906 -0.8398 -0.4742  -0.241
H 2.8519 0.4157 0.8237  0.098
H 1.8212 1.2433 -0.3060  0.096
H 0.5114 1.4748 1.5865  0.085
H 0.9872 -0.1030 2.2052  0.113
H -1.2820 0.2637 0.3906  0.108
H -0.6189 -1.2024 1.1306  0.100
H 2.1285 -0.9001 -1.4203  0.112
H 1.7228 -1.8286 -0.0349  0.125
C 4.7527 -2.5205 2.3174  -0.193
C 3.2625 -2.5376 2.6049  -0.141
C 2.8480 -3.9560 2.1632  -0.161
O 3.9236 -4.4108 1.3143  -0.149
C 4.8502 -3.3110 1.1028  -0.227
H 5.3461 -2.9232 3.1383  0.122
H 5.2113 -1.5522 2.1167  0.118
H 2.7442 -1.7515 2.0558  0.078
H 3.0274 -2.2797 3.6375  0.113
H 1.9759 -3.9779 1.5097  0.094
H 2.8300 -4.6826 2.9754  0.125
H 4.5477 -2.7329 0.2297  0.105
H 5.8937 -3.5595 0.9088  0.123



2.
# C10H8F7N2

2 unconnected molecules or ions with the total composition C10H8F7N2 (ωB97M-V/def2-TZVPD, the OMol25 dataset).

As for the HOMO-LUMO gap: 8.2474 eV. As for the net charge: -1. The calculation puts the LUMO energy at 3.38 eV. The spin multiplicity is 1.

Last column: Löwdin charge in e.
Atoms and positions in Å:
C -2.3619 -1.5229 -2.6252  -0.010
C -2.2124 -1.0176 -1.2988  -0.086
C -2.0344 0.0498 -0.0270  -0.324
N -0.6095 0.4805 0.2114  -0.070
C -0.0956 1.4547 -0.8150  -0.329
F 1.2576 1.9040 -0.3110  -0.058
F 0.1951 0.8427 -2.1582  -0.052
C -0.9715 2.8264 -1.0018  -0.095
F -2.2024 2.6459 -1.8598  -0.003
F -0.0984 3.7573 -1.8124  -0.020
C -1.2789 3.6432 0.3988  -0.127
F -2.1699 4.8016 0.0168  -0.008
F -2.0188 2.8669 1.4178  0.033
F -0.0273 4.2970 0.9358  0.019
H -2.2123 -2.0178 -3.7007  0.027
H -2.3495 -0.5896 0.9316  0.105
H -2.8201 0.9343 -0.0664  0.095
N 1.2370 -1.9675 0.9366  0.026
C 2.4640 -1.3939 1.1463  -0.135
C 3.3652 -2.4011 1.4099  -0.140
C 2.6581 -3.6257 1.3513  -0.148
C 1.3467 -3.3287 1.0545  -0.153
H 0.3842 -1.4652 0.7268  0.096
H 2.5901 -0.3209 1.0916  0.103
H 4.4185 -2.2682 1.6203  0.078
H 3.0620 -4.6175 1.5081  0.076
H 0.4843 -3.9676 0.9188  0.098



3.
# C24H30MoN2P2

A molecular structure, C24H30MoN2P2 (ωB97M-V/def2-TZVPD, the OMol25 dataset).

As for the HOMO-LUMO gap (spin up / spin down): 5.2279 / 6.5466 eV. As for the net charge: +2. The expectation value of S² is 2.2147. The calculation puts the LUMO energy (spin up / spin down) at -7.58 / -7.04 eV. The spin multiplicity is 3.

Last column: Mulliken spin population.
Atoms and positions in Å:
C -1.5504 3.1753 -3.4424  0.030
C -1.2937 1.8589 -3.0541  -0.023
C 0.0567 1.4786 -2.8190  -0.005
C 1.1131 2.3525 -3.1599  -0.091
C 0.8100 3.6682 -3.5289  0.076
C -0.5101 4.0810 -3.6541  -0.042
C 2.5039 1.8937 -3.1303  0.249
C 2.6559 0.4355 -3.1245  -0.097
C 1.5601 -0.3945 -2.7953  0.021
C 1.6351 -1.7961 -3.0190  -0.029
C 2.8716 -2.3481 -3.3576  0.030
C 3.9959 -1.5424 -3.5401  -0.041
C 3.8880 -0.1612 -3.4296  0.075
H -2.5845 3.4978 -3.5748  0.000
H 1.6279 4.3551 -3.7394  0.001
H -0.7333 5.1120 -3.9303  -0.001
H 3.0791 2.3462 -3.9462  -0.006
H 2.9572 -3.4290 -3.4649  0.000
H 4.9575 -1.9968 -3.7797  -0.001
H 4.7556 0.4764 -3.6013  0.002
N 0.3823 0.2077 -2.2918  -0.239
Mo -0.5731 -0.5149 -0.7133  1.780
C -2.4426 0.8676 -2.9228  0.096
H -2.3303 0.0306 -3.6348  0.010
H -3.3903 1.3804 -3.1453  0.005
C 0.4103 -2.6879 -2.9118  0.080
H -0.3663 -2.3997 -3.6416  0.007
H 0.7067 -3.7262 -3.1208  0.005
P -2.6713 0.1010 -1.2480  -0.091
P -0.4210 -2.6972 -1.2522  -0.077
C 0.7018 -3.7517 -0.2793  0.005
H 0.4524 -3.6521 0.7848  -0.003
H 0.6051 -4.8048 -0.5816  -0.003
H 1.7367 -3.4199 -0.4288  0.002
C -1.8597 -3.7843 -1.5163  0.006
H -1.5119 -4.8043 -1.7312  -0.001
H -2.4727 -3.7967 -0.6037  -0.003
H -2.4780 -3.4274 -2.3505  0.002
C -3.4026 1.4760 -0.2978  0.007
H -4.4975 1.4842 -0.4114  -0.002
H -3.1518 1.3454 0.7618  -0.005
H -2.9929 2.4345 -0.6436  0.002
C -4.1027 -1.0063 -1.4319  0.006
H -4.3670 -1.3751 -0.4304  -0.002
H -4.9578 -0.4567 -1.8518  -0.001
H -3.8733 -1.8679 -2.0706  0.001
H 3.2081 2.4710 -2.0574  0.046
H 3.7545 2.8690 -1.5590  0.164
C -1.4329 -0.3949 4.1706  0.026
C -0.9557 0.7154 3.4730  -0.020
C -0.6466 0.6001 2.1144  0.044
N -0.8463 -0.5669 1.4442  -0.025
C -1.3359 -1.6487 2.1103  0.053
C -1.6118 -1.5936 3.4767  -0.009
H -1.6767 -0.3281 5.2300  0.001
H -0.8279 1.6852 3.9472  0.000
H -0.2474 1.4216 1.5105  0.003
H -1.5012 -2.5531 1.5061  -0.019
H -1.9831 -2.4935 3.9648  -0.001



4.
# C11H15ClNO3RuSSr

A molecular structure, C11H15ClNO3RuSSr (ωB97M-V/def2-TZVPD, the OMol25 dataset).

As for the HOMO-LUMO gap (spin up / spin down): 2.6517 / 5.3962 eV. As for the net charge: -2. The expectation value of S² is 8.7804. The calculation puts the LUMO energy (spin up / spin down) at 3.85 / 3.81 eV. The spin multiplicity is 6.

Last column: Mulliken spin population.
Atoms and positions in Å:
Ru -0.5118 -0.1001 -0.8784  2.860
Cl -1.9701 -1.2817 -2.2627  0.189
C 1.1787 -1.0320 -1.3674  0.052
H 1.8421 -0.8903 -0.5023  0.018
H 1.7664 -0.8148 -2.2706  0.024
H 0.8992 -2.0939 -1.3787  0.012
Sr 1.0027 1.2323 -3.7356  -0.005
C -1.1488 2.5935 -4.3914  0.008
C 1.0214 -0.3588 -5.8893  0.009
C 0.1931 1.6300 -1.0729  0.622
H 2.0883 -0.5589 -6.1029  -0.001
H 0.5298 -1.3388 -5.7738  0.001
H 0.5793 0.1406 -6.7704  0.000
H -0.9545 3.6094 -4.0030  0.001
H -1.3423 2.6633 -5.4748  0.002
H -2.0580 2.2247 -3.8903  -0.003
H 1.2659 1.8728 -1.1192  0.019
H -0.4266 2.5216 -0.9921  0.013
O -1.2896 2.2466 2.3599  0.010
S -0.2505 1.2659 2.2107  0.017
O 1.1107 1.6351 1.9183  0.024
N -0.7350 0.0141 1.1480  0.164
C -0.8428 -1.2593 1.6484  0.102
O -1.0231 -2.1938 0.8329  0.124
C -0.6312 -1.2186 3.0938  0.274
C -0.5751 -2.3050 3.9774  0.041
C -0.1144 -2.1054 5.2714  0.008
C 0.2611 -0.8094 5.6924  0.311
C 0.1756 0.2871 4.8140  -0.119
C -0.2215 0.0489 3.5053  0.159
H -0.8640 -3.2948 3.5965  0.021
H -0.0583 -2.9493 5.9752  0.008
H 0.6217 -0.6704 6.7092  0.044
H 0.4814 1.2893 5.1226  -0.008



Q: Which E_tot values were calculated for the entries above? A: -6108.34677 -1194.19005 -1792.35039 -1692.38276, in Ha.